1.
The following is a DFT calculation (ωB97M-V with the def2-TZVPD basis set) of C7H6AsBr2F14O7Pt as an isolated structure.

Geometry as XYZ:
```
38
Properties=species:S:1:pos:R:3
Pt 3.446 -0.814 0.480
As 4.582 -5.867 -3.619
F 5.289 -6.635 -2.184
F 4.230 -4.473 -2.533
F 3.737 -4.913 -4.958
F 4.978 -7.310 -4.714
F 3.002 -6.558 -3.117
F 6.113 -5.095 -4.014
O 1.322 5.161 3.044
C 2.041 4.532 2.048
O 2.187 3.312 2.100
O 2.502 5.210 1.157
H 0.928 4.335 3.335
O 9.562 0.894 -1.675
C 8.347 1.342 -1.343
O 7.543 0.560 -0.884
O 7.961 2.449 -1.748
H 9.534 -0.024 -1.393
Br 1.880 1.034 -3.537
Br 3.464 -3.737 3.785
C -4.524 1.274 0.719
C -3.907 -0.118 0.573
C -4.214 -0.827 -0.796
F -3.970 -2.119 -0.828
F -5.424 -0.627 -1.275
F -2.582 -0.154 0.852
F -4.362 -0.932 1.516
O -4.615 1.774 2.116
C -5.710 2.600 2.458
C -6.957 1.742 2.612
F -8.024 2.348 3.056
F -7.348 1.156 1.450
F -5.355 3.164 3.597
F -5.857 3.577 1.618
H -5.493 1.241 0.222
H -4.014 2.027 0.118
H -3.551 -0.511 -1.601
H -6.741 0.984 3.364
```

Results
HOMO-LUMO gap (alpha / beta) ... 2.75 / 1.95 eV
Energy relative to the best compared isomer or geometry (same formula, charge and spin) ... 449.5 kJ/mol
Charge ... -3
HOMO level (alpha / beta) ... -0.423 / -0.438 eV
2S+1 ... 3
⟨S²⟩ ... 2.09
Maximum force ... 0.0903 Eh/bohr

=====

2.
The following is a DFT calculation (ωB97M-V with the def2-TZVPD basis set) of C7H6BF4N5OPdS3 as an isolated structure.

Geometry as XYZ:
```
28
Properties=species:S:1:pos:R:3
Pd 1.749 0.738 0.071
S 1.821 -1.475 -0.434
C 1.083 -1.838 1.084
S 0.970 -0.324 1.883
C 0.646 -3.069 1.564
C 0.797 -4.248 0.816
N 0.911 -5.231 0.219
C 0.028 -3.171 2.817
N -0.488 -3.270 3.847
C -3.085 -0.510 0.789
N -2.442 0.787 0.731
C -1.408 1.047 -0.149
N -1.341 0.256 -1.246
O -0.591 1.926 0.106
H -3.725 -0.545 1.669
H -2.371 -1.338 0.848
H -3.728 -0.663 -0.083
H -2.228 1.203 1.624
H -2.130 -0.301 -1.516
H -0.699 0.527 -1.988
S 3.486 5.140 1.650
C 3.144 3.605 1.228
N 2.961 2.482 0.959
F 2.202 1.531 -4.387
B 1.330 1.679 -3.322
F 0.904 2.988 -3.184
F 0.210 0.822 -3.488
F 1.995 1.249 -2.110
```

Results
HOMO-LUMO gap ... 7.23 eV
Energy relative to the best compared isomer or geometry (same formula, charge and spin) ... 44.6 kJ/mol
Charge ... -2
HOMO level ... -2.512 eV
Maximum force ... 0.0166 Eh/bohr

=====

3.
The following is a DFT calculation (ωB97M-V with the def2-TZVPD basis set) of one molecule with the formula C7H6Br2FNO3.

Geometry as XYZ:
```
20
Properties=species:S:1:pos:R:3
C -2.918 1.148 1.005
C 0.661 0.224 -0.145
C -1.744 1.759 1.253
C 0.461 1.694 -0.044
C -0.604 2.295 0.504
C -3.520 0.644 -0.187
C 2.210 -1.508 -0.395
N -2.870 0.356 -1.286
O -0.292 -0.525 -0.130
O -3.361 -0.021 -2.369
O 1.923 -0.121 -0.257
F -1.629 2.213 2.536
Br 1.885 2.733 -0.736
Br -5.386 0.371 -0.219
H -3.570 1.099 1.869
H -1.838 0.394 -1.202
H -0.556 3.378 0.598
H 2.942 -1.605 -1.195
H 1.296 -2.053 -0.635
H 2.628 -1.879 0.541
```

Results
HOMO-LUMO gap (alpha / beta) ... 7.50 / 7.50 eV
SMILES ... COC(=O)\C(Br)=C/C(F)=C\C(Br)=[NH+]\[O-]
Energy relative to the best compared isomer or geometry (same formula, charge and spin) ... 0.0 kJ/mol
Charge ... 0
HOMO level (alpha / beta) ... -8.275 / -8.282 eV
Maximum force ... 0.0218 Eh/bohr

=====

4.
The following is a DFT calculation (ωB97M-V with the def2-TZVPD basis set) of a 2-piece molecular cluster, C7H6BrClIN3Si overall.

Geometry as XYZ:
```
20
Properties=species:S:1:pos:R:3
C -2.790 -0.819 -1.874
C -1.130 -0.390 -0.335
C -1.566 -1.248 -1.359
C 0.086 -0.695 0.296
C 0.721 -1.888 -0.248
C -0.003 1.520 2.314
C 2.090 1.595 -1.550
N -3.825 -0.442 -2.249
N -0.951 -2.344 -1.703
N 0.222 -2.705 -1.195
Si 1.094 0.187 1.560
Cl -1.099 0.914 3.710
Br 2.447 -2.520 0.289
I 0.180 2.122 -2.070
H -1.718 0.482 -0.044
H -0.865 1.996 1.679
H 0.640 2.205 2.732
H 2.118 1.914 -0.509
H 2.441 0.698 -1.984
H 1.909 -0.583 2.541
```

Results
HOMO-LUMO gap (alpha / beta) ... 6.89 / 7.12 eV
Energy relative to the best compared isomer or geometry (same formula, charge and spin) ... 230.6 kJ/mol
Charge ... 0
HOMO level (alpha / beta) ... -9.034 / -8.443 eV
Maximum force ... 0.0782 Eh/bohr

=====

5.
The following is a DFT calculation (ωB97M-V with the def2-TZVPD basis set) of C7H6F3N3 as an isolated structure.

Geometry as XYZ:
```
19
Properties=species:S:1:pos:R:3
C -1.956 -0.024 1.482
C -0.668 0.387 1.170
C -2.856 -0.249 0.469
C -1.420 0.411 -1.157
C -0.471 0.761 -0.141
C 0.809 1.054 -0.656
C 2.002 -1.234 -0.003
N -2.558 -0.149 -0.826
N 1.275 1.703 -1.556
N 2.172 0.090 0.385
F 1.393 -1.414 -1.207
F 1.171 -1.800 0.833
F 3.039 -2.043 -0.062
H -2.305 -0.065 2.429
H 0.051 0.472 1.938
H -3.837 -0.537 0.670
H -1.136 0.557 -2.184
H 2.210 1.477 -1.877
H 3.086 0.603 0.293
```

Results
HOMO-LUMO gap ... 9.34 eV
Energy relative to the best compared isomer or geometry (same formula, charge and spin) ... 57.8 kJ/mol
Charge ... 0
HOMO level ... -9.701 eV
Maximum force ... 0.0835 Eh/bohr

=====

6.
The following is a DFT calculation (ωB97M-V with the def2-TZVPD basis set) of a 2-piece molecular cluster, C7H6F3NOS overall.

Geometry as XYZ:
```
19
Properties=species:S:1:pos:R:3
C 1.916 -0.716 -2.517
C 0.541 -0.827 -2.728
C 2.374 -0.392 -1.245
C -0.381 -0.531 -1.762
C 1.456 -0.267 -0.145
C 0.136 -0.281 -0.534
C -0.772 1.021 3.043
N -3.017 -0.206 1.450
O -1.993 2.000 0.775
F -0.800 2.324 3.230
F 0.469 0.550 3.288
F -1.613 0.479 3.962
S -1.772 0.656 1.221
H 2.451 -0.846 -3.437
H 0.158 -0.850 -3.815
H 3.375 -0.204 -1.017
H -1.468 -0.643 -1.813
H 1.994 -0.079 0.781
H -3.053 -1.188 1.262
```

Results
HOMO-LUMO gap (alpha / beta) ... 8.31 / 7.30 eV
Energy relative to the best compared isomer or geometry (same formula, charge and spin) ... 240.3 kJ/mol
Charge ... 0
HOMO level (alpha / beta) ... -9.240 / -9.191 eV
Maximum force ... 0.0616 Eh/bohr

=====

7.
The following is a DFT calculation (ωB97M-V with the def2-TZVPD basis set) of a 2-piece molecular cluster, C7H6FNO2 overall.

Geometry as XYZ:
```
17
Properties=species:S:1:pos:R:3
C 2.477 0.130 0.546
C 1.713 1.205 0.106
C 1.909 -1.135 0.635
C 0.380 1.041 -0.205
C 0.584 -1.323 0.320
C -0.222 -0.226 -0.060
C -1.615 -0.437 -0.211
N -2.655 0.530 -0.055
O -2.345 1.711 -0.049
O -3.779 0.101 0.117
F -2.082 -1.679 -0.133
H 3.510 0.280 0.817
H 2.160 2.182 0.005
H 2.503 -1.973 0.963
H -0.208 1.880 -0.541
H 0.136 -2.300 0.408
H -2.466 0.012 -2.661
```

Results
HOMO-LUMO gap (alpha / beta) ... 8.19 / 8.06 eV
Energy relative to the best compared isomer or geometry (same formula, charge and spin) ... 588.1 kJ/mol
Charge ... 0
HOMO level (alpha / beta) ... -10.203 / -8.601 eV
Maximum force ... 0.0163 Eh/bohr

=====

8.
The following is a DFT calculation (ωB97M-V with the def2-TZVPD basis set) of one molecule with the formula C7H6FNO3.

Geometry as XYZ:
```
18
Properties=species:S:1:pos:R:3
C -2.747 0.047 0.059
C -2.004 -1.069 0.052
C -2.136 1.339 0.016
C -0.516 -1.044 -0.016
C -0.783 1.471 -0.047
C 0.051 0.336 -0.067
C 2.338 -0.296 -0.060
N 3.630 0.168 0.035
O 3.773 1.388 0.101
O 4.533 -0.661 0.060
O 1.339 0.547 -0.075
F 2.148 -1.630 -0.161
H -3.823 -0.011 0.099
H -2.462 -2.047 0.072
H -2.765 2.214 0.038
H -0.197 -1.629 -0.889
H -0.305 2.438 -0.069
H -0.074 -1.559 0.851
```

Results
HOMO-LUMO gap (alpha / beta) ... 7.56 / 6.16 eV
Energy relative to the best compared isomer or geometry (same formula, charge and spin) ... 155.0 kJ/mol
Charge ... 0
HOMO level (alpha / beta) ... -8.486 / -7.586 eV
Maximum force ... 0.0455 Eh/bohr